(1)
{
  "formula": "C6H9NO",
  "method": "ωB97M-V with the def2-TZVPD basis set",
  "e_homo_ev": [-8.458, -8.456],
  "lumo_energy_ha": [-0.016, -0.016],
  "relative_energy_kj_mol": 497.0,
  "orbital_gap_ev": [8.01, 8.01],
  "energy_ev": -9900.453,
  "elements": ["C", "C", "C", "N", "C", "C", "C", "O", "H", "H", "H", "H", "H", "H", "H", "H", "H"],
  "positions_angstrom": [[1.85362, -0.46594, -0.79596], [0.42326, -0.10144, -1.20775], [-0.76695, 1.15756, 0.23267], [-1.60723, 1.69105, 1.10703], [0.06693, 1.32849, -0.75213], [-0.73915, -0.76623, 0.11828], [-0.34372, -1.52382, 1.15230], [0.00219, -0.45070, -2.34692], [-2.58507, 1.42725, 1.06874], [-1.26927, 1.86511, 2.04525], [0.36578, 2.24444, -1.24670], [-1.67724, -1.00327, -0.38121], [2.53902, -0.01003, -1.51346], [2.10864, -0.11210, 0.20486], [1.95350, -1.55110, -0.83295], [-0.93597, -2.36230, 1.50639], [0.61166, -1.36698, 1.64156]]
}



(2)
{
  "formula": "C6H9NO",
  "method": "ωB97M-V with the def2-TZVPD basis set",
  "e_homo_ev": [-8.371, -9.932],
  "lumo_energy_ha": [-0.026, -0.023],
  "relative_energy_kj_mol": 571.7,
  "orbital_gap_ev": [7.68, 9.31],
  "energy_ev": -9899.679,
  "elements": ["C", "C", "C", "C", "C", "C", "N", "O", "H", "H", "H", "H", "H", "H", "H", "H", "H"],
  "positions_angstrom": [[-1.02544, -1.55074, -0.20008], [-0.90054, -0.30776, 0.33193], [0.40595, 0.05122, 0.66013], [1.71392, -0.38060, 0.46213], [-1.99571, 0.65450, 0.48607], [2.37907, 0.28713, -0.73361], [0.47931, 1.71310, 1.58039], [2.22621, -1.28006, 1.09806], [-1.98011, -1.89927, -0.44952], [-0.17790, -2.25761, -0.37854], [-2.31822, 0.88672, -0.52485], [-2.83925, 0.12076, 0.95014], [-1.67606, 1.65146, 0.84257], [2.80930, -0.45655, -1.41161], [1.57811, 0.88338, -1.23489], [3.31376, 0.89440, -0.58548], [1.49130, 1.74769, 1.79979]]
}



(3)
{
  "formula": "C6H9NO",
  "method": "ωB97M-V with the def2-TZVPD basis set",
  "smiles": "O[C@@H]1CN2CC=C[C@@H]12",
  "e_homo_ev": -8.812,
  "lumo_energy_ha": 0.035,
  "relative_energy_kj_mol": 621.6,
  "orbital_gap_ev": 9.77,
  "energy_ev": -9899.162,
  "elements": ["O", "C", "C", "N", "C", "C", "C", "C", "H", "H", "H", "H", "H", "H", "H", "H", "H"],
  "positions_angstrom": [[2.75689, 0.09327, -0.38632], [1.40993, 0.27786, 0.41480], [0.71171, -1.03404, 0.74372], [-0.00026, -0.80303, -0.48223], [-1.39317, -0.92384, -0.48978], [-1.94570, 0.44195, -0.01935], [-0.81982, 1.21788, 0.15859], [0.20054, 0.54879, -0.68680], [2.91742, 0.80610, -1.12539], [1.52649, 0.95578, 1.18372], [1.49763, -1.69545, 0.45891], [0.09293, -1.07985, 1.60418], [-1.64436, -1.29496, -1.67183], [-1.89343, -1.40349, 0.48272], [-2.91207, 0.64331, 0.47802], [-0.87422, 2.22583, 1.02818], [0.36948, 1.02387, -1.69113]]
}



(4)
{
  "formula": "C6H9NO",
  "method": "ωB97M-V with the def2-TZVPD basis set",
  "smiles": "CC(=O)CC(C)=C=N",
  "e_homo_ev": -8.333,
  "lumo_energy_ha": 0.031,
  "relative_energy_kj_mol": 150.5,
  "orbital_gap_ev": 9.16,
  "energy_ev": -9904.044,
  "elements": ["C", "C", "O", "C", "C", "C", "C", "N", "H", "H", "H", "H", "H", "H", "H", "H", "H"],
  "positions_angstrom": [[-1.23559, 1.55866, -1.14113], [-1.33552, 0.24241, -0.41882], [-2.24676, -0.05757, 0.31528], [-0.22286, -0.78233, -0.83222], [0.69108, -0.63722, 0.35115], [0.48567, -1.57924, 1.50220], [1.40880, 0.45635, 0.48748], [2.10274, 1.45161, 0.62866], [-1.44183, 1.40216, -2.19568], [-1.95568, 2.26348, -0.74005], [-0.23600, 1.96433, -1.04656], [-0.61686, -1.79662, -0.87721], [0.25196, -0.47687, -1.76323], [1.12220, -1.31252, 2.34981], [0.70254, -2.60531, 1.19131], [-0.56243, -1.52734, 1.81950], [3.08854, 1.43600, 0.36951]]
}



(5)
{
  "formula": "C6H9NO",
  "method": "ωB97M-V with the def2-TZVPD basis set",
  "smiles": "N[C@H]1C=CC(CO)=C1",
  "e_homo_ev": -8.197,
  "lumo_energy_ha": 0.010,
  "relative_energy_kj_mol": 568.5,
  "orbital_gap_ev": 8.46,
  "energy_ev": -9899.712,
  "elements": ["N", "C", "C", "C", "C", "C", "O", "C", "H", "H", "H", "H", "H", "H", "H", "H", "H"],
  "positions_angstrom": [[0.27928, 1.26691, -2.27039], [-0.61614, 0.84089, -1.28538], [-0.83962, -0.69857, -1.19671], [-0.08325, -1.24743, -0.18669], [0.43464, -0.22747, 0.53336], [1.06323, -0.65209, 1.81862], [-0.11617, -1.19520, 2.69425], [-0.01436, 0.94607, 0.10587], [-0.08598, 2.30498, -2.54586], [1.37628, 1.09561, -1.91272], [-1.48851, 1.45316, -1.32330], [-1.72249, -1.17891, -1.79563], [-0.37039, -2.09242, 0.45246], [1.68028, 0.11269, 2.49457], [1.53732, -1.75214, 1.64943], [-1.18912, -0.83279, 2.27189], [0.15500, 1.85671, 0.49623]]
}



(6)
{
  "formula": "C6H9NO",
  "method": "ωB97M-V with the def2-TZVPD basis set",
  "e_homo_ev": -7.185,
  "lumo_energy_ha": 0.018,
  "relative_energy_kj_mol": 391.1,
  "orbital_gap_ev": 7.66,
  "energy_ev": -9901.551,
  "elements": ["C", "C", "C", "C", "C", "C", "N", "O", "H", "H", "H", "H", "H", "H", "H", "H", "H"],
  "positions_angstrom": [[1.10312, -1.14441, -1.08878], [1.91142, -0.69489, -0.15970], [0.45296, -1.44623, -2.15145], [-0.19249, 0.55967, 0.70905], [-1.31454, 0.39882, 1.74385], [-0.49149, 1.36525, -0.44956], [0.86453, -0.05403, 0.89249], [3.02581, -0.82443, 0.30075], [0.53835, -0.88018, -3.07780], [-0.29587, -2.23921, -2.24388], [-1.00015, 0.23194, 2.82831], [-1.79950, -0.59887, 1.39933], [-2.03776, 1.15678, 1.76489], [-1.21268, 2.04385, -0.16752], [-0.87074, 0.75918, -1.21850], [0.35408, 1.90357, -0.79198], [0.96495, -0.53679, 1.71049]]
}



(7)
{
  "formula": "C6H9NO",
  "method": "ωB97M-V with the def2-TZVPD basis set",
  "e_homo_ev": -8.739,
  "lumo_energy_ha": 0.037,
  "relative_energy_kj_mol": 401.6,
  "orbital_gap_ev": 9.73,
  "energy_ev": -9901.442,
  "elements": ["C", "C", "C", "C", "C", "C", "H", "H", "H", "H", "H", "H", "H", "H", "H", "N", "O"],
  "positions_angstrom": [[0.22850, -1.42544, 1.78505], [0.31862, -0.48162, 0.58105], [-0.00034, 0.90442, 0.62046], [-0.40189, 1.13614, -0.87131], [-1.53046, 0.10419, -0.86909], [-0.25885, -0.77454, -0.76994], [0.08208, -0.76249, 2.67531], [1.08242, -1.94335, 1.94524], [-0.63811, -2.18132, 1.58654], [1.68511, 0.51976, 1.69468], [-0.42487, 1.65231, 1.42237], [-0.41174, 2.11797, -1.19042], [-2.24839, 0.02463, -0.04484], [-1.99039, -0.00626, -1.83350], [-0.25993, -1.68541, -1.25173], [1.35733, 0.47076, 0.69364], [0.43613, 0.27375, -1.58956]]
}



(8)
{
  "formula": "C6H9NO",
  "method": "ωB97M-V with the def2-TZVPD basis set",
  "e_homo_ev": -8.322,
  "lumo_energy_ha": 0.039,
  "relative_energy_kj_mol": 375.4,
  "orbital_gap_ev": 9.38,
  "energy_ev": -9901.713,
  "elements": ["C", "C", "C", "C", "C", "C", "H", "H", "H", "H", "H", "H", "H", "H", "H", "N", "O"],
  "positions_angstrom": [[-1.72743, -0.52566, 0.46016], [-0.37568, 0.81153, -0.66061], [0.33361, 0.59976, 0.72822], [1.87782, 0.49710, 0.52101], [0.33246, -0.66120, -0.80504], [-0.35269, -0.87006, 0.53935], [-2.60060, -1.19692, 0.15173], [-2.15833, -0.18595, 1.48414], [-2.24616, 0.60554, -1.14648], [-0.13051, 1.62305, -1.42536], [0.13166, 1.40123, 1.52326], [2.48962, 0.22346, 1.46763], [2.29746, 1.48269, -0.11297], [0.20551, -1.42620, -1.50461], [0.01678, -1.67811, 1.18847], [-1.76871, 0.68514, -0.29299], [1.73088, -0.59420, -0.53418]]
}



(9)
{
  "formula": "C6H9NO",
  "method": "ωB97M-V with the def2-TZVPD basis set",
  "smiles": "C/C=C(\\C)OC=C=N",
  "e_homo_ev": -8.086,
  "lumo_energy_ha": 0.032,
  "relative_energy_kj_mol": 263.7,
  "orbital_gap_ev": 8.94,
  "energy_ev": -9902.871,
  "elements": ["C", "C", "C", "C", "O", "C", "C", "N", "H", "H", "H", "H", "H", "H", "H", "H", "H"],
  "positions_angstrom": [[-0.31808, -0.00556, -2.16593], [0.04595, 0.20155, -0.72828], [-0.68786, -0.18201, 0.31839], [-2.00966, -0.89046, 0.28547], [-0.34682, 0.05688, 1.62245], [0.86410, 0.61604, 1.96036], [2.00814, 0.55131, 1.32692], [3.09539, 0.87484, 0.86513], [0.07915, 0.80577, -2.77763], [0.10452, -0.94756, -2.54406], [-1.40207, -0.03912, -2.32594], [0.90982, 0.83487, -0.58131], [-2.78210, -0.24189, 0.70697], [-1.96830, -1.78382, 0.88889], [-2.30276, -1.17245, -0.72370], [0.82926, 1.08673, 2.93601], [3.88132, 0.23488, 0.93625]]
}



(10)
{
  "formula": "C6H9NO2",
  "method": "ωB97M-V with the def2-TZVPD basis set",
  "e_homo_ev": -9.313,
  "lumo_energy_ha": 0.029,
  "relative_energy_kj_mol": 358.4,
  "orbital_gap_ev": 10.10,
  "energy_ev": -11949.604,
  "elements": ["C", "C", "C", "C", "C", "C", "H", "H", "H", "H", "H", "H", "H", "H", "H", "N", "O", "O"],
  "positions_angstrom": [[-1.25721, -0.08092, -0.53324], [-0.16119, -0.90901, 0.34815], [0.92424, 0.19661, 0.83499], [0.15805, 1.43154, 0.60463], [-0.98476, 1.26423, -0.11304], [2.06955, 0.05917, -0.13051], [-3.33486, 0.01668, -0.62542], [-2.60777, -1.73919, -0.59307], [-0.92384, -0.21082, -1.61438], [-0.68622, -1.22680, 1.25859], [0.35596, -1.75602, 0.11010], [1.57574, 0.24830, 1.63778], [0.50897, 2.40170, 0.88025], [-1.93382, 2.25216, -0.34693], [3.46000, -1.08393, -0.58278], [-2.54826, -0.68018, -0.21834], [2.81777, -1.12768, -0.00488], [2.56766, 0.94416, -0.91192]]
}



(11)
{
  "formula": "C6H9NO2",
  "method": "ωB97M-V with the def2-TZVPD basis set",
  "e_homo_ev": -8.356,
  "lumo_energy_ha": -0.003,
  "relative_energy_kj_mol": 549.1,
  "orbital_gap_ev": 8.28,
  "energy_ev": -11947.627,
  "elements": ["C", "N", "C", "C", "C", "C", "C", "O", "O", "H", "H", "H", "H", "H", "H", "H", "H", "H"],
  "positions_angstrom": [[2.29656, 1.18245, -0.78212], [-0.13889, 0.42205, 0.33473], [-1.95346, 0.04413, 0.21496], [2.19678, -0.06343, 0.05942], [0.78469, -0.53586, 0.44545], [-2.81974, 1.03136, 0.00165], [0.65596, -1.87151, 0.65685], [-2.16078, -1.25872, -0.07893], [3.16507, -0.65828, 0.46027], [-2.77358, -1.34359, -0.82088], [-1.01043, 0.52115, 1.13840], [2.04585, 2.04855, -0.16492], [1.58492, 1.15011, -1.60757], [3.30802, 1.28280, -1.17244], [-3.81214, 0.85105, -0.39041], [-2.57537, 2.02883, 0.32498], [-0.27812, -2.31283, 0.96371], [1.48467, -2.51828, 0.41687]]
}



(12)
{
  "formula": "C6H9NO2",
  "method": "ωB97M-V with the def2-TZVPD basis set",
  "smiles": "C=C(C)C(=O)N(C)C=O",
  "e_homo_ev": [-9.117, -9.117],
  "lumo_energy_ha": [-0.029, -0.029],
  "relative_energy_kj_mol": 364.4,
  "orbital_gap_ev": [8.32, 8.32],
  "energy_ev": -11949.541,
  "elements": ["C", "C", "C", "C", "O", "N", "C", "C", "O", "H", "H", "H", "H", "H", "H", "H", "H", "H"],
  "positions_angstrom": [[1.75201, -1.45262, 0.38635], [1.10771, -0.35380, -0.05531], [1.81543, 0.72174, -0.83527], [-0.46149, -0.68176, -0.66262], [-0.70250, -1.62237, -1.36990], [-1.17951, 0.13580, 0.09413], [-2.60980, 0.30514, -0.00171], [-0.29127, 0.70817, 1.15134], [-0.02094, 0.22118, 2.24705], [2.77879, -1.67543, 0.11343], [1.22129, -2.16461, 1.01426], [2.43853, 1.31872, -0.16419], [2.45865, 0.28585, -1.60494], [1.12196, 1.40120, -1.33814], [-2.87236, 0.83050, -0.92434], [-3.11810, -0.66123, -0.00542], [-2.97458, 0.88218, 0.85159], [-0.46381, 1.80134, 1.10368]]
}



(13)
{
  "formula": "C6H9NO2",
  "method": "ωB97M-V with the def2-TZVPD basis set",
  "e_homo_ev": -8.975,
  "lumo_energy_ha": 0.030,
  "relative_energy_kj_mol": 395.0,
  "orbital_gap_ev": 9.79,
  "energy_ev": -11949.225,
  "elements": ["C", "C", "C", "C", "C", "C", "N", "O", "O", "H", "H", "H", "H", "H", "H", "H", "H", "H"],
  "positions_angstrom": [[0.20410, 0.84701, 0.29277], [1.58042, -1.82642, 0.41271], [-2.69701, -1.21934, 0.37541], [1.63396, -0.96438, -0.59056], [-2.48291, -0.70497, -0.98590], [-0.16471, 2.27902, -0.03774], [0.98081, 0.26747, -0.66576], [-0.15686, 0.28435, 1.30281], [-2.91441, 0.11321, -0.11418], [2.16216, -2.72993, 0.38236], [0.97799, -1.64893, 1.28149], [-3.60253, -1.75278, 0.62951], [-1.85456, -1.30690, 1.04354], [2.25191, -1.15054, -1.45945], [0.67795, 2.80500, -0.47814], [-0.99507, 2.29359, -0.74078], [-0.47244, 2.78499, 0.87007], [1.13915, 0.79455, -1.51080]]
}